No. 1
Formula: C40H66Br22F3N3O3S
Source: OMol25
Level of theory: wB97M-V/def2-TZVPD

highest occupied orbital energy: -7.808 eV
frontier orbital gap: 0.2698 Eh
multiplicity: 1
total charge: 0

Each line ends with the Mulliken charge.
Atoms and positions in Å:
C: 5.11456 -1.20235 1.38195  -1.17
C: 4.40325 -1.09487 0.03880  0.09
C: 3.40066 0.07894 -0.01664  -0.61
C: 2.11924 -0.23855 0.69588  0.22
C: 1.82848 0.34300 1.97200  1.74
S: 2.89083 1.58462 2.65549  -0.19
C: 0.65004 0.04353 2.63637  -0.31
C: 0.27169 0.64519 3.95923  -1.84
C: -0.51790 1.96998 3.76171  0.00
O: -0.49437 2.37051 2.40449  -0.24
C: -1.55614 3.23376 2.02003  -0.27
C: -0.98347 4.57589 1.55702  -1.14
C: -0.28806 -0.82389 2.01525  0.56
N: -1.45478 -1.08591 2.64113  -0.32
C: -2.30998 -1.85214 2.02730  0.14
C: -3.59158 -2.04596 2.82584  0.98
F: -3.32089 -1.89654 4.13663  -0.22
F: -4.11877 -3.27317 2.69201  -0.26
F: -4.51851 -1.14607 2.53096  -0.25
C: -2.05641 -2.40564 0.74790  -0.10
C: -3.02370 -3.28869 -0.00557  -0.14
C: -4.07812 -2.49562 -0.71786  0.43
O: -4.84134 -1.74607 -0.20099  -0.52
O: -4.08522 -2.69801 -2.05436  -0.45
N: -0.92957 -2.18009 0.12050  -0.04
C: -0.03669 -1.37863 0.74751  0.04
C: 1.19247 -1.08260 0.09527  -0.74
N: 1.44983 -1.65432 -1.15515  0.11
H: 5.77054 -2.06551 1.42836  0.40
H: 4.38028 -1.25640 2.18057  0.24
H: 5.71750 -0.31101 1.55587  0.18
H: 3.84975 -2.01702 -0.13112  0.09
H: 5.12646 -1.01110 -0.76892  0.44
H: 3.82125 0.99661 0.37103  -0.13
H: 3.21736 0.27318 -1.07204  -0.12
H: 4.10317 1.02656 2.60824  0.11
H: 1.15522 0.84089 4.54740  0.69
H: -0.39107 -0.02754 4.48862  0.33
H: -0.03357 2.74130 4.37155  0.35
H: -1.53799 1.87305 4.12692  -0.10
H: -2.27912 3.36827 2.81903  0.31
H: -2.03698 2.76561 1.16176  0.31
H: -1.57351 5.01640 0.76300  0.38
H: -0.92416 5.26871 2.39250  0.31
H: 0.03629 4.39681 1.22988  0.21
H: -3.46041 -4.06351 0.61309  0.46
H: -2.45491 -3.79730 -0.77555  -0.34
H: -4.41947 -1.87049 -2.42571  0.37
H: 2.04196 -1.05485 -1.71314  -0.37
H: 0.60392 -1.82982 -1.68102  0.39
Br: 3.11736 -0.41912 -3.97495  -0.11
C: 1.77215 -0.52330 -5.37475  -0.37
C: 1.68361 -1.90570 -5.96179  -0.59
Br: 3.17496 -2.26781 -7.15310  -0.13
H: 2.03230 0.23329 -6.10823  0.03
H: 0.83345 -0.25371 -4.89489  0.40
H: 0.79134 -1.99983 -6.57765  0.41
H: 1.68550 -2.68520 -5.20625  0.35
Br: -2.95235 -7.67857 5.09339  -0.16
C: -4.04213 -6.28337 5.90242  -0.52
C: -3.63517 -4.91453 5.43043  0.00
Br: -1.99755 -4.30420 6.27358  -0.14
H: -3.95485 -6.39890 6.97725  0.44
H: -5.06294 -6.50219 5.59606  0.21
H: -4.38758 -4.17971 5.71245  0.06
H: -3.47043 -4.87246 4.36140  0.09
Br: -2.69719 1.92397 6.55977  -0.12
C: -4.38573 0.97973 6.76899  -0.53
C: -5.00330 0.65725 5.43569  -0.04
Br: -5.79922 2.22991 4.60977  -0.14
H: -5.02197 1.60610 7.38516  0.43
H: -4.14281 0.06645 7.30764  0.37
H: -5.81926 -0.05298 5.55480  0.34
H: -4.28318 0.26561 4.72922  -0.29
Br: 2.81536 3.36723 -5.49320  -0.13
C: 3.46605 3.93684 -7.23512  -0.58
C: 3.64422 2.76737 -8.16588  -0.67
Br: 5.22511 1.72740 -7.72205  -0.13
H: 4.39015 4.47839 -7.05840  0.33
H: 2.71203 4.61896 -7.62148  0.37
H: 3.79707 3.11463 -9.18502  0.39
H: 2.80282 2.08260 -8.13947  0.36
Br: 6.13508 3.28280 2.37040  -0.14
C: 6.39226 3.04567 0.45151  -0.39
C: 5.72753 4.12776 -0.36243  -0.61
Br: 3.79199 3.91333 -0.44838  -0.08
H: 6.02605 2.05157 0.21408  0.14
H: 7.46822 3.08274 0.29790  0.46
H: 6.07499 4.08335 -1.39283  0.33
H: 5.90584 5.12121 0.03380  0.37
Br: 2.41165 -5.04312 -0.72130  -0.13
C: 0.70516 -5.91450 -0.41099  -0.30
C: 0.10545 -6.42788 -1.69292  -0.64
Br: -0.64340 -4.99016 -2.77402  -0.16
H: 0.06956 -5.18908 0.08818  0.02
H: 0.91517 -6.74035 0.26491  0.39
H: -0.72807 -7.09474 -1.48403  0.36
H: 0.83167 -6.93874 -2.31577  0.42
Br: -7.41062 -3.62818 6.56539  -0.17
C: -7.93401 -4.42535 4.86868  -0.60
C: -7.39402 -3.64352 3.70048  -0.06
Br: -8.38334 -1.99594 3.42784  -0.09
H: -9.01769 -4.48153 4.87340  0.45
H: -7.51827 -5.43091 4.87631  0.34
H: -7.50858 -4.21023 2.77894  0.40
H: -6.35365 -3.36499 3.82598  -0.24
Br: -11.86071 -1.98854 5.38531  -0.11
C: -11.34170 -0.36787 4.44601  -0.62
C: -12.44351 0.65692 4.44751  -0.58
Br: -13.85706 0.20079 3.19147  -0.14
H: -11.05085 -0.66677 3.44469  0.31
H: -10.47195 0.00892 4.98002  0.37
H: -12.06267 1.62083 4.11814  0.37
H: -12.91137 0.76403 5.42014  0.38
Br: 2.08493 -6.97703 -11.83839  -0.14
C: 3.15580 -5.41534 -11.39305  -0.58
C: 2.84141 -4.89345 -10.01724  -0.54
Br: 1.15423 -3.93104 -9.97709  -0.12
H: 2.97438 -4.67947 -12.16899  0.37
H: 4.18935 -5.74991 -11.44301  0.36
H: 3.59210 -4.17079 -9.70431  0.26
H: 2.76937 -5.68253 -9.27659  0.39
Br: 5.82925 7.33401 -2.40443  -0.13
C: 4.18881 7.13348 -3.43457  -0.68
C: 3.96779 5.69546 -3.81167  -0.55
Br: 5.13167 5.13693 -5.26878  -0.06
H: 4.26770 7.79220 -4.29288  0.44
H: 3.39283 7.48137 -2.78016  0.39
H: 2.95517 5.54089 -4.17795  0.50
H: 4.16406 5.03182 -2.97727  0.15
Br: 9.53657 6.92050 -0.72899  -0.12
C: 8.51826 8.30859 0.18019  -0.51
C: 8.81572 9.67378 -0.37730  -0.57
Br: 10.54347 10.33770 0.22014  -0.15
H: 8.75045 8.22611 1.23654  0.45
H: 7.47252 8.05556 0.01765  0.15
H: 8.08639 10.39557 -0.01717  0.38
H: 8.83274 9.68481 -1.46191  0.35

No. 2
Formula: C40H67AsBIrN6O
Source: OMol25
Level of theory: wB97M-V/def2-TZVPD

highest occupied orbital energy (alpha / beta): -6.203 / -6.205 eV
ΔE to the lowest compared entry with this formula, charge and spin: 0.0 kJ/mol
frontier orbital gap (alpha / beta): 0.2428 / 0.2429 Eh
multiplicity: 1
total charge: 0

Each line ends with the Mulliken charge.
Atoms and positions in Å:
Ir: -0.48067 -0.36656 0.55331  2.84
C: -3.80949 -0.01166 3.58086  -1.63
C: -2.52271 -0.83030 3.46192  3.27
C: -2.49701 -1.97480 4.47415  -1.88
C: -1.33333 0.06161 3.63200  -0.94
C: -0.84702 0.63389 4.81202  -0.72
C: 0.28856 1.33712 4.45656  -0.27
C: 1.11078 2.12119 5.45129  0.30
C: 2.61630 2.22282 5.21827  -1.36
C: 0.49323 3.50490 5.68535  -1.40
N: 0.44120 1.19835 3.12017  0.81
N: -0.55225 0.42214 2.62020  -0.39
B: 1.49933 1.64194 2.09224  1.12
N: 0.83471 2.42731 0.93479  0.94
N: -0.08354 1.81264 0.13826  -0.50
C: -0.38850 2.66282 -0.83964  -0.89
C: 0.35862 3.83528 -0.68417  -0.61
C: 1.13040 3.65177 0.44123  -0.16
C: 2.11236 4.65567 0.98247  0.02
C: 1.76205 5.14671 2.38614  -1.37
C: 3.57147 4.19965 0.88351  -1.37
C: -1.42743 2.46698 -1.91128  0.31
C: -2.82642 2.69670 -1.33187  -1.06
C: -1.32987 1.14380 -2.66131  -1.21
N: 2.21872 0.40815 1.47045  1.23
N: 1.56857 -0.35650 0.54162  -0.10
C: 2.49050 -0.88320 -0.26172  -1.47
C: 3.76487 -0.52250 0.19529  -0.66
C: 3.55541 0.28990 1.28620  0.18
C: 4.57815 0.82799 2.24274  1.79
C: 4.86593 -0.22975 3.31518  -1.84
C: 5.86212 1.23302 1.52352  -1.82
C: 2.15747 -1.62565 -1.51497  3.82
C: 2.19056 -0.64144 -2.68717  -1.51
C: 3.09413 -2.80243 -1.77317  -1.80
H: -4.69826 -0.64433 3.49492  0.44
H: -3.84062 0.75716 2.80720  0.22
H: -3.85830 0.48576 4.55224  0.43
H: -2.44269 -1.24293 2.45669  -1.28
H: -2.58689 -1.59801 5.49575  0.39
H: -1.56414 -2.53607 4.40529  0.41
H: -3.32691 -2.66515 4.30154  0.37
H: -1.24264 0.52748 5.80914  0.58
H: 0.98581 1.55707 6.38067  0.54
H: 2.86816 2.94505 4.44424  0.06
H: 3.04766 1.26078 4.94074  0.10
H: 3.09408 2.55476 6.14213  0.51
H: 0.53287 4.10933 4.77825  0.21
H: 1.03518 4.03480 6.47150  0.44
H: -0.55174 3.41863 5.98328  0.40
H: 2.30581 2.33448 2.60846  -1.21
H: 0.33385 4.71019 -1.31348  0.52
H: 2.00255 5.50881 0.30701  0.52
H: 1.76875 4.32151 3.09448  -0.18
H: 0.77009 5.60079 2.40547  0.37
H: 2.48800 5.88944 2.72356  0.47
H: 3.82328 3.49152 1.67196  0.07
H: 4.23747 5.05913 0.98248  0.54
H: 3.76894 3.72098 -0.07690  0.32
H: -1.23395 3.26340 -2.63680  0.54
H: -3.01785 1.96059 -0.55168  -0.24
H: -3.58682 2.61210 -2.11431  0.49
H: -2.90484 3.68931 -0.88527  0.47
H: -1.39144 0.29459 -1.97937  -0.31
H: -0.37845 1.06524 -3.18635  0.30
H: -2.12817 1.08205 -3.40643  0.49
H: 4.70979 -0.83132 -0.21769  0.49
H: 4.16852 1.70661 2.74074  -0.85
H: 5.31931 -1.11234 2.85908  0.37
H: 3.94736 -0.54776 3.81075  0.39
H: 5.55294 0.16018 4.06920  0.42
H: 6.33906 0.36808 1.05844  0.38
H: 6.57277 1.66041 2.23290  0.43
H: 5.66473 1.97146 0.74562  0.31
H: 1.13457 -1.97305 -1.40536  -1.67
H: 3.20665 -0.27526 -2.85499  0.36
H: 1.55036 0.21573 -2.48108  0.04
H: 1.84382 -1.12599 -3.60318  0.46
H: 4.12221 -2.45972 -1.91709  0.38
H: 2.78850 -3.33090 -2.67844  0.40
H: 3.08675 -3.51992 -0.95224  0.32
C: -5.39964 0.36071 -0.11948  -1.14
As: -3.91201 -0.84662 -0.18218  0.90
C: -3.70371 -1.38890 -2.01343  -0.54
C: -4.51488 -2.40413 0.77876  -0.79
O: -2.59980 -0.01566 0.40763  -1.23
H: -6.30060 -0.15157 -0.45546  0.46
H: -5.19282 1.21270 -0.76333  0.32
H: -5.52777 0.70155 0.90607  0.34
H: -4.54426 -2.01231 -2.31681  0.53
H: -2.77173 -1.94370 -2.09940  -0.11
H: -3.64868 -0.49899 -2.63639  0.27
H: -5.49749 -2.67279 0.38936  0.54
H: -4.58849 -2.17976 1.83973  0.16
H: -3.81580 -3.22012 0.62906  0.08
C: 1.06441 -3.35046 1.46964  -1.85
C: -0.13250 -3.51071 0.52376  4.35
C: -1.19404 -4.33451 1.28342  -2.00
C: -0.78650 -2.16590 0.18917  -1.22
C: 0.23585 -4.32321 -0.72240  -0.52
C: 0.96106 -5.50903 -0.60228  -0.32
C: 1.27450 -6.28007 -1.71121  -0.89
C: 0.86201 -5.88592 -2.97662  -0.52
C: 0.13418 -4.71450 -3.11404  -1.01
C: -0.17602 -3.94694 -1.99856  0.09
H: 0.79513 -2.66326 2.27371  0.10
H: 1.93297 -2.94085 0.96520  0.23
H: 1.34683 -4.30736 1.91370  0.64
H: -1.54822 -3.77802 2.15535  0.34
H: -0.78028 -5.28630 1.62428  0.47
H: -2.04407 -4.56062 0.63589  0.36
H: -1.80883 -2.39782 -0.15496  -0.73
H: 1.29634 -5.83522 0.37466  0.33
H: 1.84629 -7.19139 -1.58700  0.39
H: 1.10943 -6.48358 -3.84457  0.38
H: -0.18817 -4.38833 -4.09564  0.42
H: -0.71367 -3.01454 -2.12304  0.25

Number 1 is which compound? C40H66Br22F3N3O3S

Number 1 is which compound? C40H66Br22F3N3O3S

Which value of multiplicity does entry 1 give? 1